Formula: C3H9OS
Source: OMol25
Level of theory: ωB97M-V/def2-TZVPD

Structure (ORCA input):
```
! wB97M-V def2-TZVPD RIJCOSX def2/J DEFGRID3
* xyz 0 2
C -0.22 1.33 1.42
C -0.65 -0.06 0.74
C 0.27 -1.29 0.91
S 0.95 -2.15 -0.57
H -0.54 2.28 0.92
H -0.69 1.05 2.49
H 0.84 1.35 1.67
H -0.66 0.13 -0.37
H -1.71 -0.29 0.95
H 1.18 -1.04 1.48
H -0.36 -2.02 1.44
H 0.10 0.94 -3.57
H 0.92 -0.39 -3.40
O 0.57 0.17 -4.11
*
```

Output
Lowest unoccupied orbital energy (alpha / beta): 0.76 / -2.13 eV
HOMO-LUMO gap (alpha / beta): 10.4 / 7.1 eV
Highest occupied orbital energy (alpha / beta): -0.353 / -0.339 Eh
Calculated total energy: -16137.37700 eV

Charges per atom according to natural (NBO) partitioning, unit e: -0.62 -0.42 -0.58 0.10 0.23 0.21 0.21 0.20 0.21 0.24 0.24 0.47 0.47 -0.94

---

Formula: C3H9OSi
Source: OMol25
Level of theory: ωB97M-V/def2-TZVPD

Structure (ORCA input):
```
! wB97M-V def2-TZVPD RIJCOSX def2/J DEFGRID3
* xyz 1 1
C 2.24 -0.80 -0.34
C -1.06 -1.14 0.81
C -0.63 1.79 0.04
O 1.02 -0.53 -0.88
Si -0.76 0.01 -0.67
H 2.57 -1.80 -0.66
H 2.59 0.10 0.17
H -2.06 -1.03 1.20
H -0.89 -2.13 0.45
H -0.12 -0.92 1.49
H -0.58 1.76 1.08
H 0.22 2.36 -0.44
H -1.41 2.42 -0.09
H -1.12 -0.10 -2.16
*
```

Output
Lowest unoccupied orbital energy: -6.50 eV
HOMO-LUMO gap: 8.9 eV
Highest occupied orbital energy: -0.565 Eh
Calculated total energy: -13173.17475 eV

Charges per atom according to natural (NBO) partitioning, unit e: 0.38 -1.08 -1.10 -0.66 1.54 0.24 0.23 0.28 0.25 0.25 0.25 0.26 0.27 -0.11

---

Formula: C3H9S
Source: OMol25
Level of theory: ωB97M-V/def2-TZVPD

Structure (ORCA input):
```
! wB97M-V def2-TZVPD RIJCOSX def2/J DEFGRID3
* xyz -1 1
S 3.35 -0.24 0.32
H 3.50 -1.22 -0.62
C 0.01 0.97 -0.74
C -0.18 -0.26 0.15
C -1.60 -0.42 0.72
H -0.63 0.83 -1.60
H 1.06 0.95 -1.05
H -0.29 1.90 -0.27
H 0.49 -0.12 0.99
H 0.13 -1.16 -0.39
H -1.72 -1.35 1.27
H -1.81 0.47 1.34
H -2.29 -0.35 -0.12
*
```

Output
Lowest unoccupied orbital energy: 3.92 eV
HOMO-LUMO gap: 6.4 eV
Highest occupied orbital energy: -0.090 Eh
Calculated total energy: -14093.00157 eV

Charges per atom according to natural (NBO) partitioning, unit e: -1.07 0.09 -0.62 -0.39 -0.61 0.17 0.26 0.18 0.23 0.20 0.20 0.19 0.18

---

Formula: C3H9S2
Source: OMol25
Level of theory: ωB97M-V/def2-TZVPD

Structure (ORCA input):
```
! wB97M-V def2-TZVPD RIJCOSX def2/J DEFGRID3
* xyz -1 1
C 0.80 -1.27 2.19
S 1.53 -2.05 0.74
H 0.86 -0.22 2.02
H 1.38 -1.63 3.06
H -0.22 -1.57 2.20
C -1.18 0.45 -1.59
C -0.28 1.52 -0.98
S 1.40 0.82 -1.08
H -1.37 0.51 -2.66
H -0.92 -0.60 -1.34
H -2.18 0.48 -1.08
H -0.69 1.70 0.11
H -0.42 2.47 -1.53
H 1.28 -0.61 -0.06
*
```

Output
Lowest unoccupied orbital energy: 3.84 eV
HOMO-LUMO gap: 6.9 eV
Highest occupied orbital energy: -0.113 Eh
Calculated total energy: -24927.58752 eV

Charges per atom according to natural (NBO) partitioning, unit e: -0.74 -0.40 0.20 0.19 0.19 -0.62 -0.53 -0.41 0.19 0.22 0.17 0.17 0.19 0.17

---

Which of these has the highest calculated total energy?
C3H9OSi

---

Which of these has the highest calculated total energy?
C3H9OSi

---

Repeat the second record exactly.
Formula: C3H9OSi
Source: OMol25
Level of theory: ωB97M-V/def2-TZVPD

Structure (ORCA input):
```
! wB97M-V def2-TZVPD RIJCOSX def2/J DEFGRID3
* xyz 1 1
C 2.24 -0.80 -0.34
C -1.06 -1.14 0.81
C -0.63 1.79 0.04
O 1.02 -0.53 -0.88
Si -0.76 0.01 -0.67
H 2.57 -1.80 -0.66
H 2.59 0.10 0.17
H -2.06 -1.03 1.20
H -0.89 -2.13 0.45
H -0.12 -0.92 1.49
H -0.58 1.76 1.08
H 0.22 2.36 -0.44
H -1.41 2.42 -0.09
H -1.12 -0.10 -2.16
*
```

Output
Lowest unoccupied orbital energy: -6.50 eV
HOMO-LUMO gap: 8.9 eV
Highest occupied orbital energy: -0.565 Eh
Calculated total energy: -13173.17475 eV

Charges per atom according to natural (NBO) partitioning, unit e: 0.38 -1.08 -1.10 -0.66 1.54 0.24 0.23 0.28 0.25 0.25 0.25 0.26 0.27 -0.11